# C76H126BN18O8Pb

A structure of composition C76H126BN18O8Pb at a distorted geometry (ωB97M-V with the def2-TZVPD basis set, the Open Molecules 2025 dataset).

Properties
molecular weight = 1637.974 u
Kohn-Sham gap = 7.851 eV
E_HOMO = -11.90 eV
energy relative to the best compared isomer or geometry (same formula, charge and spin) = 0.0000 eV
net charge = +1
total energy = -4776.6345 hartree
LUMO energy = -4.1 eV

Geometry as XYZ:
```
230
C76H126BN18O8Pb | the Open Molecules 2025 dataset | ωB97M-V with the def2-TZVPD basis set
Pb -10.95 -10.17 -8.79
O -9.69 -12.58 -9.31
C -9.14 -13.66 -9.05
O -9.67 -14.84 -9.04
B -8.66 -15.90 -8.92
O -7.39 -15.15 -8.73
C -7.65 -13.84 -8.80
O -6.88 -12.92 -8.69
O -8.59 -16.77 -10.12
C -8.70 -18.05 -9.77
O -8.54 -19.07 -10.47
C -8.94 -18.08 -8.25
O -8.97 -16.79 -7.81
O -9.05 -19.11 -7.57
C -14.73 -14.65 -8.50
C -14.41 -16.06 -8.94
C -15.56 -17.05 -8.74
C -16.79 -16.70 -9.50
N -17.72 -16.48 -10.09
H -15.63 -14.18 -8.90
H -13.91 -13.94 -8.58
H -14.95 -14.72 -7.43
H -13.52 -16.48 -8.47
H -14.10 -16.00 -9.99
H -15.84 -17.07 -7.69
H -15.31 -18.10 -8.90
C -6.76 -20.13 -4.54
C -6.19 -21.31 -5.34
C -6.95 -21.63 -6.61
C -8.34 -22.07 -6.34
N -9.40 -22.41 -6.10
H -6.58 -19.15 -4.98
H -6.29 -20.05 -3.56
H -7.84 -20.19 -4.42
H -5.96 -22.19 -4.73
H -5.19 -20.97 -5.62
H -6.57 -22.42 -7.25
H -7.02 -20.67 -7.13
C -12.80 -12.42 -13.98
C -11.52 -12.94 -13.32
C -11.84 -13.66 -11.97
C -12.28 -12.75 -10.87
N -12.57 -12.06 -10.01
H -13.53 -13.18 -14.24
H -12.63 -11.89 -14.91
H -13.31 -11.67 -13.37
H -10.83 -12.12 -13.09
H -11.02 -13.66 -13.96
H -10.93 -14.10 -11.55
H -12.55 -14.46 -12.18
C -8.11 -22.56 -11.30
C -7.49 -21.81 -12.46
C -6.31 -22.56 -13.03
C -5.20 -22.84 -12.12
N -4.35 -23.04 -11.37
H -8.78 -21.95 -10.69
H -7.39 -22.98 -10.60
H -8.71 -23.42 -11.59
H -7.20 -20.83 -12.09
H -8.24 -21.46 -13.17
H -5.87 -22.03 -13.88
H -6.63 -23.54 -13.39
C -4.65 -13.51 -13.25
C -4.83 -14.23 -11.86
C -5.87 -15.37 -11.86
C -7.24 -14.95 -12.30
N -8.30 -14.59 -12.61
H -4.15 -14.12 -14.00
H -4.00 -12.65 -13.08
H -5.62 -13.22 -13.65
H -5.07 -13.54 -11.05
H -3.88 -14.73 -11.63
H -5.91 -15.83 -10.88
H -5.59 -16.10 -12.62
C -3.50 -13.63 -8.23
C -2.04 -13.18 -8.40
C -1.68 -12.83 -9.88
C -2.40 -11.66 -10.41
N -2.96 -10.71 -10.80
H -4.26 -12.94 -8.60
H -3.59 -13.73 -7.15
H -3.72 -14.60 -8.67
H -1.36 -13.98 -8.11
H -1.95 -12.31 -7.75
H -1.92 -13.69 -10.50
H -0.64 -12.52 -10.01
C -5.22 -10.26 -7.70
C -5.57 -11.00 -6.41
C -6.74 -10.46 -5.60
C -7.98 -10.25 -6.39
N -9.02 -10.18 -6.92
H -5.13 -9.19 -7.49
H -5.97 -10.39 -8.49
H -4.31 -10.67 -8.13
H -4.72 -11.03 -5.73
H -5.70 -12.07 -6.61
H -6.47 -9.45 -5.28
H -6.97 -11.01 -4.70
C -7.96 -17.13 -2.85
C -8.50 -17.54 -1.47
C -7.45 -17.30 -0.39
C -7.02 -15.92 -0.22
N -6.71 -14.80 -0.19
H -8.68 -17.35 -3.63
H -7.01 -17.61 -3.08
H -7.67 -16.08 -2.84
H -8.86 -18.57 -1.50
H -9.34 -16.87 -1.29
H -6.59 -17.94 -0.63
H -7.83 -17.71 0.54
C -5.91 -16.03 -5.93
C -5.12 -16.93 -6.94
C -3.84 -17.53 -6.38
C -2.84 -16.54 -6.00
N -2.03 -15.73 -5.71
H -6.59 -15.35 -6.44
H -5.28 -15.44 -5.26
H -6.54 -16.61 -5.26
H -4.91 -16.30 -7.80
H -5.80 -17.65 -7.39
H -3.35 -18.19 -7.09
H -4.19 -18.10 -5.51
C -9.19 -13.96 -4.50
C -10.62 -14.47 -4.56
C -11.32 -14.27 -5.92
C -11.51 -12.88 -6.42
N -11.65 -11.82 -6.84
H -9.15 -12.95 -4.89
H -8.59 -14.56 -5.19
H -8.80 -13.92 -3.48
H -11.19 -13.97 -3.78
H -10.61 -15.53 -4.32
H -12.30 -14.74 -5.86
H -10.75 -14.80 -6.68
C -11.13 -21.30 -15.36
C -10.85 -22.21 -14.15
C -12.10 -23.04 -13.80
C -12.35 -24.06 -14.84
N -12.53 -24.87 -15.63
H -10.21 -20.72 -15.47
H -11.90 -20.56 -15.16
H -11.26 -21.83 -16.31
H -10.57 -21.56 -13.32
H -9.94 -22.77 -14.39
H -13.03 -22.47 -13.71
H -12.01 -23.68 -12.92
C -8.15 -10.22 -13.58
C -6.80 -10.41 -12.96
C -6.86 -11.00 -11.54
C -7.80 -10.28 -10.66
N -8.55 -9.81 -9.95
H -8.78 -9.52 -13.03
H -8.67 -11.17 -13.64
H -8.05 -9.79 -14.58
H -6.31 -9.43 -12.95
H -6.15 -11.06 -13.54
H -5.89 -11.00 -11.03
H -7.07 -12.07 -11.50
C -11.95 -6.09 -13.23
C -12.40 -7.27 -14.08
C -11.55 -8.48 -13.80
C -11.63 -9.06 -12.43
N -11.63 -9.55 -11.37
H -12.09 -6.35 -12.18
H -12.56 -5.22 -13.49
H -10.90 -5.87 -13.46
H -12.39 -6.98 -15.13
H -13.42 -7.55 -13.82
H -10.52 -8.19 -13.98
H -11.68 -9.32 -14.49
C -5.71 -18.80 -14.25
C -4.38 -18.93 -13.47
C -3.25 -18.31 -14.32
C -3.05 -18.88 -15.64
N -2.87 -19.36 -16.66
H -6.55 -19.21 -13.69
H -5.65 -19.32 -15.20
H -5.96 -17.74 -14.32
H -4.22 -19.99 -13.34
H -4.48 -18.43 -12.51
H -2.29 -18.37 -13.81
H -3.51 -17.28 -14.54
C -12.41 -19.35 -9.86
C -12.12 -20.06 -8.53
C -11.24 -21.29 -8.63
C -11.76 -22.29 -9.58
N -12.13 -23.07 -10.33
H -11.53 -19.10 -10.44
H -12.99 -18.46 -9.64
H -12.88 -20.00 -10.60
H -13.03 -20.51 -8.15
H -11.65 -19.28 -7.94
H -11.14 -21.82 -7.69
H -10.26 -20.93 -8.97
C -9.35 -18.06 -13.50
C -10.49 -17.13 -14.04
C -11.80 -17.06 -13.22
C -12.55 -18.31 -13.30
N -13.14 -19.30 -13.29
H -8.88 -18.61 -14.32
H -9.73 -18.74 -12.74
H -8.56 -17.47 -13.04
H -10.75 -17.41 -15.06
H -10.06 -16.14 -14.14
H -12.46 -16.33 -13.68
H -11.60 -16.84 -12.17
C -5.76 -20.60 -9.57
C -4.38 -20.55 -8.87
C -3.33 -19.92 -9.70
C -3.73 -18.52 -9.86
N -3.97 -17.38 -9.99
H -6.15 -19.61 -9.80
H -6.54 -21.25 -9.16
H -5.51 -21.07 -10.52
H -3.99 -21.54 -8.64
H -4.45 -20.13 -7.87
H -3.11 -20.39 -10.65
H -2.36 -19.90 -9.19
C -11.83 -18.51 -5.08
C -10.74 -19.59 -4.92
C -11.12 -20.75 -3.98
C -12.36 -21.36 -4.47
N -13.34 -21.86 -4.83
H -12.82 -18.92 -5.25
H -11.58 -17.84 -5.90
H -12.00 -17.89 -4.20
H -9.74 -19.20 -4.73
H -10.61 -20.08 -5.88
H -11.33 -20.38 -2.98
H -10.37 -21.54 -3.96
```

Atomic partial charges in e from the Mulliken method, atoms 1 to 4: 1.520 0.129 0.024 -0.154